Entry 1:
{
  "formula": "C24H18Br4MnN5O4S4",
  "method": "ωB97M-V with the def2-TZVPD basis set",
  "multiplicity": 2,
  "charge": -1,
  "total_energy_ha": -14540.0269,
  "homo_energy_ev": [-4.228, -3.767],
  "s2": 0.945,
  "max_force_ev_per_a": 1.5,
  "relative_energy_kcal_mol": 0.00,
  "elements": ["Mn", "Br", "C", "C", "Br", "C", "Br", "C", "O", "C", "O", "C", "Br", "S", "N", "C", "C", "C", "C", "C", "N", "C", "C", "N", "C", "C", "C", "C", "C", "N", "H", "H", "H", "H", "H", "H", "C", "C", "S", "C", "C", "S", "C", "C", "S", "H", "H", "H", "H", "H", "H", "H", "H", "H", "H", "H", "H", "O", "N", "O"],
  "xyz": [[2.281, 0.404, -0.915], [-0.137, -1.954, -6.835], [0.461, -0.806, -5.456], [0.649, 0.546, -5.685], [0.320, 1.287, -7.395], [1.094, 1.379, -4.647], [1.341, 3.238, -4.868], [1.359, 0.867, -3.386], [1.744, 1.571, -2.347], [1.166, -0.523, -3.152], [1.391, -0.939, -1.918], [0.717, -1.334, -4.180], [0.451, -3.159, -3.759], [0.447, -0.117, 6.244], [0.150, 1.055, 5.165], [0.685, 0.674, 4.021], [0.625, 1.418, 2.770], [-0.011, 2.624, 2.586], [-0.027, 3.186, 1.294], [0.579, 2.525, 0.250], [1.211, 1.348, 0.409], [1.246, 0.799, 1.665], [1.926, -0.431, 1.754], [2.492, -0.855, 0.584], [3.048, -2.076, 0.559], [3.108, -2.888, 1.670], [2.569, -2.441, 2.890], [1.971, -1.203, 2.934], [1.333, -0.606, 4.100], [1.265, -1.149, 5.300], [-0.496, 3.111, 3.421], [-0.518, 4.130, 1.105], [0.579, 2.908, -0.762], [3.449, -2.383, -0.398], [3.564, -3.864, 1.589], [2.605, -3.054, 3.781], [-4.101, 1.497, 0.476], [-3.812, 1.107, -0.970], [-2.057, 0.798, -1.317], [-2.060, -0.950, -1.770], [-2.266, -1.939, -0.631], [-0.929, -1.860, 0.595], [-1.783, -1.386, 2.119], [-2.336, 0.037, 2.176], [-4.088, 0.140, 1.675], [-5.106, 1.920, 0.544], [-3.406, 2.267, 0.816], [-4.137, 1.920, -1.624], [-4.383, 0.219, -1.243], [-1.081, -1.109, -2.215], [-2.802, -1.112, -2.556], [-2.281, -2.948, -1.047], [-3.213, -1.767, -0.120], [-1.002, -1.491, 2.879], [-2.555, -2.118, 2.366], [-1.760, 0.690, 1.523], [-2.266, 0.418, 3.197], [3.887, 1.527, -0.415], [4.721, 0.902, -1.127], [4.176, -0.052, -1.720]],
  "lowdin_spin": [1.233, 0.000, 0.003, 0.002, 0.000, 0.005, 0.001, -0.003, 0.024, -0.002, 0.021, 0.005, 0.001, 0.001, -0.001, 0.001, -0.012, -0.020, -0.020, -0.010, -0.041, -0.035, -0.041, -0.041, -0.021, -0.015, -0.031, -0.008, 0.000, 0.002, -0.001, -0.001, 0.000, -0.001, 0.000, -0.002, 0.000, 0.000, -0.001, 0.000, 0.000, -0.001, 0.000, 0.000, 0.000, 0.000, 0.000, 0.000, 0.000, 0.000, 0.000, 0.000, 0.000, 0.000, 0.000, 0.000, 0.000, -0.002, 0.004, 0.008]
}

Entry 2:
{
  "formula": "C24H18F7MgN5O8S3",
  "method": "ωB97M-V with the def2-TZVPD basis set",
  "multiplicity": 1,
  "charge": -2,
  "total_energy_ha": -3895.0724,
  "homo_energy_ev": -1.968,
  "max_force_ev_per_a": 2.0,
  "relative_energy_kcal_mol": 10.66,
  "elements": ["Mg", "N", "C", "S", "N", "N", "C", "C", "C", "C", "C", "C", "C", "O", "H", "H", "H", "H", "H", "H", "H", "C", "C", "C", "C", "C", "C", "C", "F", "C", "C", "C", "O", "C", "C", "N", "C", "C", "O", "O", "H", "H", "H", "H", "H", "H", "H", "H", "H", "H", "H", "F", "C", "F", "F", "S", "O", "O", "N", "S", "O", "O", "C", "F", "F", "F"],
  "xyz": [[-0.846, -2.001, -0.207], [1.688, -0.211, -3.486], [1.058, -0.597, -2.307], [-0.666, -0.364, -2.224], [1.888, -1.054, -1.410], [1.266, -1.536, -0.260], [2.066, -1.884, 0.662], [1.649, -2.432, 1.968], [2.575, -2.369, 3.004], [2.287, -2.830, 4.280], [1.031, -3.376, 4.527], [0.097, -3.472, 3.508], [0.387, -3.019, 2.218], [-0.521, -3.185, 1.270], [1.157, 0.443, -4.036], [2.671, -0.019, -3.379], [3.136, -1.740, 0.497], [3.543, -1.923, 2.798], [3.027, -2.763, 5.069], [0.780, -3.738, 5.519], [-0.883, -3.900, 3.672], [-1.808, 4.903, -2.147], [-1.496, 5.117, -0.667], [-0.690, 6.382, -0.404], [0.695, 6.278, -1.033], [1.372, 4.999, -0.600], [2.747, 4.872, -0.630], [3.345, 3.700, -0.191], [4.702, 3.613, -0.265], [2.621, 2.662, 0.324], [1.232, 2.771, 0.371], [0.449, 1.660, 1.006], [1.027, 0.838, 1.694], [-0.989, 1.725, 0.764], [-1.499, 2.866, 0.264], [-0.782, 3.968, -0.120], [0.605, 3.917, -0.126], [-1.992, 0.603, 1.005], [-3.171, 0.941, 1.190], [-1.523, -0.553, 0.888], [-2.311, 5.779, -2.567], [-2.457, 4.036, -2.272], [-0.895, 4.715, -2.715], [-2.439, 5.186, -0.121], [-0.587, 6.513, 0.676], [-1.234, 7.243, -0.797], [1.310, 7.129, -0.736], [0.612, 6.316, -2.123], [3.367, 5.684, -0.994], [3.083, 1.760, 0.705], [-2.574, 2.932, 0.135], [-4.078, -6.328, -0.743], [-4.073, -5.018, -1.011], [-3.773, -4.856, -2.298], [-5.317, -4.559, -0.817], [-2.907, -4.106, 0.079], [-2.626, -2.894, -0.718], [-3.648, -3.952, 1.293], [-1.735, -5.161, 0.124], [-0.204, -4.808, -0.312], [-0.112, -3.702, -1.285], [0.916, -5.221, 0.492], [-0.161, -6.213, -1.511], [-1.167, -6.193, -2.394], [-0.208, -7.399, -0.881], [0.984, -6.176, -2.211]],
  "lowdin_charge": [0.366, 0.015, -0.890, 0.582, -0.008, -0.044, -0.088, -0.126, -0.065, -0.131, -0.113, -0.002, -0.317, -0.248, 0.039, 0.063, 0.118, 0.100, 0.077, 0.085, 0.117, -0.031, -0.331, -0.149, -0.146, -0.145, 0.021, -0.268, 0.027, 0.067, -0.033, -0.304, 0.082, -0.033, 0.011, -0.008, -0.088, -0.619, -0.007, -0.063, 0.078, 0.085, 0.083, 0.143, 0.124, 0.111, 0.111, 0.111, 0.119, 0.134, 0.138, 0.120, -0.674, 0.134, 0.115, 0.649, -0.319, -0.255, -0.286, 0.691, -0.327, -0.248, -0.671, 0.112, 0.104, 0.111]
}

Entry 3:
{
  "formula": "C24H18FeO6S",
  "method": "ωB97M-V with the def2-TZVPD basis set",
  "multiplicity": 5,
  "total_energy_ha": -3038.4316,
  "homo_energy_ev": [-5.971, -8.996],
  "s2": 6.110,
  "max_force_ev_per_a": 4.7,
  "elements": ["C", "C", "C", "C", "S", "C", "C", "O", "C", "C", "C", "C", "C", "C", "O", "O", "C", "C", "H", "H", "H", "H", "H", "H", "H", "H", "H", "H", "H", "O", "C", "Fe", "C", "O", "C", "O", "C", "C", "C", "C", "C", "C", "C", "H", "H", "H", "H", "H", "H", "H"],
  "xyz": [[6.497, 1.149, 1.011], [5.450, 1.256, 1.934], [4.127, 1.336, 1.491], [3.853, 1.284, 0.119], [2.165, 1.492, -0.477], [1.214, 0.071, -0.076], [0.175, 0.103, 0.966], [0.046, -0.858, 1.744], [-0.835, 1.216, 0.943], [-1.058, 1.999, -0.197], [-2.078, 2.949, -0.210], [-2.924, 3.080, 0.896], [-2.736, 2.270, 2.022], [-1.697, 1.345, 2.041], [1.716, 2.675, 0.220], [2.271, 1.491, -1.922], [4.896, 1.170, -0.805], [6.216, 1.098, -0.358], [7.532, 1.118, 1.359], [5.665, 1.296, 3.003], [3.307, 1.441, 2.199], [1.947, -0.726, 0.089], [-0.450, 1.850, -1.090], [-2.199, 3.585, -1.087], [-3.730, 3.815, 0.879], [-3.396, 2.357, 2.888], [-1.544, 0.694, 2.903], [4.663, 1.141, -1.867], [7.025, 1.014, -1.084], [-5.644, -3.306, 0.780], [-4.681, -3.023, 0.179], [-3.250, -2.122, -0.228], [-4.118, -0.582, -0.005], [-4.787, 0.256, 0.446], [-2.578, -2.210, 1.414], [-2.526, -2.339, 2.567], [-0.022, -1.033, -1.759], [0.132, -2.251, -1.068], [-0.863, -3.073, -0.563], [-2.065, -3.526, -1.198], [-2.728, -2.746, -2.160], [-2.524, -1.334, -2.167], [-1.299, -0.613, -2.133], [0.839, -0.479, -2.150], [1.163, -2.548, -0.854], [-0.557, -3.682, 0.301], [-2.391, -4.559, -1.019], [-3.472, -3.194, -2.824], [-3.374, -0.753, -2.571], [-1.374, 0.408, -2.523]],
  "lowdin_spin": [0.003, 0.000, 0.004, 0.012, 0.038, 0.519, 0.051, 0.141, 0.005, 0.004, 0.003, -0.004, 0.002, -0.003, 0.032, 0.020, 0.004, 0.001, 0.000, 0.000, 0.000, 0.010, 0.002, 0.000, 0.000, 0.000, 0.000, 0.000, 0.000, -0.010, 0.007, 1.444, 0.022, 0.012, 0.052, 0.018, 0.182, 0.317, 0.393, 0.054, 0.200, 0.036, 0.345, 0.017, 0.017, 0.011, 0.010, 0.009, 0.004, 0.014]
}

Entry 4:
{
  "formula": "C24H18MgN7O3S",
  "method": "ωB97M-V with the def2-TZVPD basis set",
  "multiplicity": 1,
  "charge": 1,
  "total_energy_ha": -2132.5213,
  "homo_energy_ev": -10.345,
  "max_force_ev_per_a": 0.6,
  "elements": ["Mg", "C", "C", "N", "C", "C", "N", "C", "C", "C", "C", "C", "N", "C", "C", "N", "C", "C", "N", "C", "C", "C", "N", "C", "C", "H", "H", "H", "H", "H", "H", "H", "H", "H", "H", "H", "H", "N", "C", "C", "C", "C", "C", "C", "S", "O", "O", "O", "H", "H", "H", "H", "H", "H"],
  "xyz": [[0.708, -1.099, 1.291], [4.264, 0.790, -0.507], [3.438, -0.281, 0.119], [2.154, -0.326, 0.006], [1.509, 0.540, -0.879], [2.334, 1.375, -1.672], [3.619, 1.483, -1.571], [0.116, 0.280, -1.080], [-0.712, 0.770, -2.116], [-1.995, 0.293, -2.248], [-2.483, -0.696, -1.354], [-1.656, -1.098, -0.345], [-0.434, -0.573, -0.192], [-1.931, -2.185, 0.643], [-3.143, -2.861, 0.725], [-3.348, -3.857, 1.575], [-2.338, -4.205, 2.367], [-1.128, -3.539, 2.321], [-0.921, -2.532, 1.470], [-2.868, 0.774, -3.347], [-2.367, 0.967, -4.628], [-3.227, 1.414, -5.621], [-4.515, 1.679, -5.412], [-4.988, 1.495, -4.180], [-4.213, 1.039, -3.124], [5.227, 0.408, -0.828], [3.934, -1.026, 0.733], [1.873, 1.949, -2.474], [-0.333, 1.502, -2.817], [-3.459, -1.132, -1.511], [-3.972, -2.588, 0.084], [-2.500, -5.028, 3.052], [-0.312, -3.819, 2.975], [-1.332, 0.750, -4.860], [-2.864, 1.564, -6.632], [-6.037, 1.721, -4.031], [-4.649, 0.921, -2.139], [-0.615, 0.051, 3.129], [0.724, 0.495, 3.109], [1.038, 1.764, 2.632], [2.354, 2.095, 2.385], [3.361, 1.165, 2.624], [3.080, -0.067, 3.186], [1.748, -0.426, 3.408], [4.979, 1.515, 1.984], [5.717, 0.292, 2.040], [4.603, 1.865, 0.501], [5.453, 2.720, 2.564], [-0.842, -0.546, 3.914], [-1.294, 0.796, 3.055], [0.245, 2.470, 2.417], [2.608, 3.060, 1.963], [3.890, -0.757, 3.387], [1.503, -1.362, 3.907]],
  "lowdin_charge": [0.822, -0.288, -0.073, 0.032, -0.214, -0.090, 0.111, -0.176, 0.072, -0.124, 0.054, -0.201, 0.035, -0.155, -0.034, 0.121, -0.082, -0.081, 0.051, -0.183, -0.009, -0.120, 0.075, -0.123, -0.016, 0.148, 0.122, 0.120, 0.124, 0.120, 0.126, 0.122, 0.120, 0.117, 0.114, 0.112, 0.115, 0.103, -0.361, 0.008, 0.005, -0.256, -0.034, -0.073, 0.619, -0.249, -0.191, -0.216, 0.117, 0.119, 0.136, 0.144, 0.135, 0.130]
}